# 1
129
Properties=species:S:1:pos:R:3:lowdin_charge:R:1 method="wB97M-V/def2-TZVPD" charge=+1 energy_ha=-8337.152670
C -1.978 -0.242 0.641 -0.10
C -1.097 -1.293 1.515 -0.26
C 0.349 -1.630 0.907 -0.52
Br 0.618 -3.594 1.335 0.78
C 1.576 -0.671 1.334 -0.23
B 1.817 -0.840 2.970 -0.50
O 2.797 -0.032 3.717 0.06
O 1.023 -1.655 3.852 -0.07
C 1.871 -2.706 4.459 -0.07
C 2.889 -1.143 0.445 -0.15
C 4.181 -1.423 1.349 -0.12
C 5.530 -1.935 0.648 -0.19
C 5.391 -3.461 0.120 -0.20
C 6.169 -4.452 1.128 -0.24
S 5.291 -6.097 1.311 0.44
O 4.109 -6.247 0.393 -0.40
O 4.811 -6.274 2.732 -0.40
Cl 6.632 -7.639 0.826 0.33
N 3.104 -0.346 -0.821 -0.24
N 4.157 0.596 -0.618 0.12
S 3.575 -1.248 -2.257 0.91
O 3.463 -0.416 -3.534 -0.23
O 2.802 -2.502 -2.507 -0.19
F 5.206 -1.652 -2.362 -0.15
C 1.939 0.493 -1.294 -0.24
O 0.951 -0.182 -2.125 -0.06
C 0.507 0.716 -3.146 -0.17
N 0.548 1.428 -4.126 0.21
C 1.118 1.285 -0.183 -0.07
N 1.373 0.781 1.182 -0.12
C 0.533 1.564 2.082 -0.21
C 1.326 2.654 3.032 -0.06
H -1.721 -0.270 -0.474 0.08
H -1.955 0.830 1.082 0.08
H -3.084 -0.586 0.778 0.07
H -1.701 -2.282 1.484 0.10
H -1.119 -0.952 2.602 0.11
H 0.175 -1.681 -0.240 0.10
H 3.571 -0.611 3.936 0.11
H 2.589 -3.032 3.605 0.07
H 1.230 -3.624 4.695 0.12
H 2.481 -2.328 5.346 0.11
H 2.635 -2.204 0.034 0.12
H 4.037 -2.288 2.113 0.14
H 4.497 -0.439 1.875 0.14
H 6.029 -1.210 -0.074 0.10
H 6.293 -2.019 1.525 0.12
H 5.865 -3.603 -0.911 0.12
H 4.272 -3.711 0.127 0.10
H 7.218 -4.642 0.709 0.12
H 6.301 -4.048 2.189 0.09
H 4.513 0.956 -1.515 0.13
H 3.874 1.332 0.042 0.15
H 2.397 1.316 -1.972 0.17
H 1.444 2.400 -0.200 0.16
H 0.001 1.314 -0.501 0.15
H -0.084 2.300 1.418 0.12
H -0.289 1.067 2.696 0.13
H 0.911 3.710 2.910 0.06
H 1.330 2.298 4.134 0.09
H 2.430 2.629 2.697 0.08
C 8.963 -2.911 7.020 -0.14
O 8.329 -3.291 5.799 -0.26
P 9.364 -3.247 4.424 0.72
O 8.182 -3.296 3.468 -0.31
O 9.890 -4.770 4.750 -0.28
C 8.936 -5.796 4.996 -0.10
O 10.484 -3.147 3.127 -0.24
C 11.843 -2.952 3.517 -0.14
H 8.242 -3.008 7.834 0.09
H 9.823 -3.552 7.226 0.08
H 9.289 -1.868 6.955 0.08
H 7.955 -5.566 4.575 0.08
H 8.842 -5.944 6.073 0.09
H 9.300 -6.724 4.550 0.10
H 12.201 -3.809 4.095 0.08
H 11.937 -2.040 4.111 0.08
H 12.453 -2.857 2.619 0.09
C -6.834 -0.928 -3.330 -0.14
O -6.025 -1.072 -2.162 -0.26
P -6.187 0.216 -1.033 0.74
O -4.915 -0.190 -0.303 -0.30
O -7.491 -0.523 -0.353 -0.28
C -7.399 -1.893 0.011 -0.11
O -6.419 1.559 0.010 -0.24
C -7.501 2.425 -0.329 -0.14
H -6.694 -1.805 -3.965 0.09
H -7.890 -0.845 -3.062 0.09
H -6.525 -0.036 -3.881 0.05
H -6.367 -2.219 0.155 0.09
H -7.865 -2.500 -0.768 0.09
H -7.947 -2.044 0.942 0.09
H -8.455 1.895 -0.260 0.08
H -7.368 2.814 -1.341 0.08
H -7.512 3.257 0.377 0.08
C -2.714 7.546 -1.595 -0.14
O -2.706 6.125 -1.469 -0.26
P -1.993 5.550 -0.012 0.72
O -1.867 4.140 -0.571 -0.29
O -3.422 5.712 0.783 -0.28
C -4.593 5.156 0.204 -0.11
O -1.235 5.083 1.456 -0.26
C -0.982 6.152 2.366 -0.14
H -3.217 7.814 -2.526 0.09
H -3.244 8.006 -0.757 0.08
H -1.685 7.918 -1.626 0.08
H -4.369 4.356 -0.505 0.09
H -5.152 5.945 -0.303 0.09
H -5.215 4.750 1.004 0.09
H -1.922 6.599 2.701 0.08
H -0.359 6.913 1.890 0.08
H -0.457 5.754 3.235 0.08
C -7.184 2.882 -8.658 -0.14
O -7.036 1.974 -7.568 -0.26
P -8.343 1.999 -6.447 0.73
O -7.526 1.263 -5.397 -0.29
O -9.176 0.922 -7.372 -0.28
C -8.527 -0.263 -7.810 -0.10
O -9.694 2.124 -5.394 -0.24
C -10.783 2.895 -5.900 -0.14
H -6.331 2.766 -9.329 0.09
H -8.104 2.678 -9.210 0.08
H -7.203 3.910 -8.280 0.08
H -7.671 -0.527 -7.185 0.09
H -8.193 -0.125 -8.841 0.09
H -9.245 -1.084 -7.785 0.09
H -11.203 2.423 -6.792 0.08
H -10.450 3.907 -6.139 0.08
H -11.558 2.946 -5.134 0.09

***

# 2
36
Properties=species:S:1:pos:R:3:lowdin_charge:R:1 method="wB97M-V/def2-TZVPD" charge=-2 spin_multiplicity=2 energy_ha=-12385.470888
Cu 0.950 -0.107 1.316 -0.22
C 1.540 2.550 2.175 -0.22
C 1.553 1.227 2.783 -0.32
C 2.914 0.763 2.623 -0.22
C 3.612 1.683 1.886 -0.19
C 2.761 2.787 1.611 -0.21
H 0.680 3.205 2.153 0.06
H 0.971 1.014 3.686 0.09
H 3.291 -0.175 2.998 0.02
H 4.630 1.587 1.550 0.06
H 3.052 3.655 1.041 0.06
C -3.082 -2.381 -0.947 -0.10
C -1.691 -1.929 -0.544 -0.38
N -1.347 -0.655 -1.140 -0.05
C -1.039 0.427 -0.428 -0.87
S -1.228 0.522 1.241 0.70
N -0.649 1.557 -1.062 -0.01
C -0.779 1.801 -2.479 -0.24
C -2.246 1.784 -2.917 -0.09
H -3.272 -3.331 -0.454 0.06
H -3.141 -2.518 -2.026 0.06
H -3.827 -1.652 -0.631 0.06
H -0.960 -2.678 -0.854 0.03
H -1.645 -1.835 0.541 0.03
H -0.942 -0.719 -2.067 0.12
H -0.465 2.336 -0.448 0.11
H -0.205 1.053 -3.040 0.11
H -0.332 2.776 -2.688 0.11
H -2.709 0.849 -2.615 0.06
H -2.319 1.882 -3.996 0.06
H -2.790 2.602 -2.449 0.07
Se 2.820 -3.109 3.277 -0.25
Sb 1.749 -3.658 1.129 -0.32
Se 1.607 -1.497 -0.465 0.09
Se 3.061 -5.261 -0.215 -0.05
Se -0.524 -4.553 1.455 -0.22

***

# 3
8
Properties=species:S:1:pos:R:3:lowdin_charge:R:1 method="wB97M-V/def2-TZVPD" smiles="C=C=C=O.Br" energy_ha=-2765.263112
C 0.395 0.367 -0.535 -0.03
C 1.170 0.700 0.495 -0.12
C 2.206 0.523 1.225 -0.24
O 3.111 0.568 1.961 0.15
Br -0.266 -3.057 0.604 0.32
H -0.556 1.061 -0.625 0.09
H 0.615 -0.459 -1.330 0.09
H 0.146 -3.664 -0.634 -0.27